A molecular structure, C14H37NNbO3. Source: the Open Molecules 2025 dataset; level of theory: wB97M-V/def2-TZVPD.

CARTESIAN COORDINATES (ANGSTROEM)
C  2.098  -0.154  2.284
O  2.173  -1.543  2.063
C  0.924  -2.209  2.186
C  -0.034  -1.934  1.043
C  -1.382  -2.613  1.236
C  -2.317  -2.460  0.032
C  -3.280  -1.248  -0.010
C  -3.911  -0.790  1.318
Nb  -6.088  -1.178  1.658
C  -5.876  -1.491  3.866
H  1.556  0.073  3.210
H  1.612  0.389  1.467
H  3.125  0.195  2.381
H  0.451  -1.946  3.142
H  1.172  -3.272  2.221
H  -0.178  -0.851  0.953
H  0.434  -2.279  0.114
H  -1.228  -3.676  1.444
H  -1.852  -2.200  2.129
H  -2.907  -3.371  -0.088
H  -1.683  -2.391  -0.860
H  -2.768  -0.413  -0.508
H  -4.070  -1.541  -0.704
H  -3.332  -1.133  2.176
H  -3.934  0.312  1.376
H  -6.930  0.416  2.102
H  -6.807  -0.398  0.139
H  -5.808  -2.789  0.753
H  -7.658  -2.128  1.871
H  -6.637  -2.134  4.307
H  -4.889  -1.963  3.966
H  -5.863  -0.561  4.443
C  3.144  4.920  -1.976
O  4.156  3.945  -1.858
C  4.137  3.220  -0.633
C  3.797  1.767  -0.872
N  2.425  1.632  -1.321
C  2.024  0.282  -1.689
C  2.721  -0.370  -2.874
O  2.445  0.251  -4.119
C  3.291  1.323  -4.467
H  3.326  5.455  -2.906
H  2.140  4.482  -2.004
H  3.175  5.634  -1.145
H  3.405  3.662  0.050
H  5.127  3.295  -0.176
H  3.914  1.221  0.071
H  4.539  1.356  -1.574
H  2.268  2.259  -2.099
H  0.951  0.297  -1.895
H  2.166  -0.362  -0.812
H  2.351  -1.394  -2.956
H  3.807  -0.423  -2.725
H  4.304  1.176  -4.074
H  2.933  2.291  -4.102
H  3.339  1.363  -5.556

Values from the calculation:
electronic energy = -892.79422 hartree
largest force on an atom = 0.021 hartree/bohr
E_LUMO = 2.2 eV
E_HOMO = -4.2 eV
charge = -1

Atomic partial charges in e from the Löwdin method, atoms 1 to 8:
1. C -0.1301
2. O -0.1981
3. C -0.2415
4. C -0.2007
5. C -0.2185
6. C -0.2160
7. C -0.3273
8. C -0.3938